1.
The following is a quantum chemistry calculation of 3 unconnected molecules or ions with the total composition C3H13NO2S2 at a distorted geometry, from the Open Molecules 2025 dataset.

Last column: Löwdin charge in e.
Atoms and positions in Å:
S (-2.43, -1.67, -2.19)  0.373
S (-0.46, -1.23, -2.30)  0.496
C (-0.05, 0.14, -1.19)  -0.549
C (-0.57, 0.01, 0.23)  -0.253
N (0.11, -1.07, 0.90)  0.096
C (-0.53, -1.71, 2.06)  0.022
H (-2.88, -1.04, -3.27)  -0.171
H (1.04, 0.12, -1.18)  0.072
H (-0.35, 1.10, -1.59)  0.072
H (-1.66, -0.08, 0.21)  0.133
H (-0.40, 0.95, 0.79)  0.153
H (0.39, -1.77, 0.20)  0.139
H (-1.19, -0.99, 2.55)  0.110
H (0.21, -1.99, 2.79)  0.109
H (-1.09, -2.56, 1.66)  0.130
H (2.60, 0.00, 1.57)  0.056
H (1.79, 0.79, 0.52)  -0.021
O (2.69, 0.58, 0.79)  -0.029
H (1.17, 3.62, -1.58)  0.071
H (1.01, 3.59, -0.10)  0.044
O (0.62, 3.21, -0.89)  -0.054

* 2S+1: 2
* frontier orbital gap (spin up / spin down): 10.190 / 4.988 eV
* total charge: +1

***

2.
The following is a quantum chemistry calculation of 4 unconnected molecules or ions with the total composition C3H13NO3 at a distorted geometry, from the Open Molecules 2025 dataset.

Last column: Löwdin charge in e.
Atoms and positions in Å:
N (1.58, -1.30, -1.52)  -0.018
C (0.92, -2.49, -0.97)  -0.310
C (0.84, -2.93, 1.50)  -0.055
C (1.52, -2.76, 0.38)  -0.218
H (0.95, -0.50, -1.45)  0.046
H (1.79, -1.44, -2.50)  0.049
H (-0.17, -2.39, -0.91)  0.099
H (1.18, -3.39, -1.54)  0.102
H (1.30, -3.10, 2.46)  0.037
H (-0.24, -2.81, 1.55)  0.039
H (2.60, -2.79, 0.40)  0.090
H (-3.43, 3.40, -1.60)  0.010
H (-2.30, 3.03, -0.64)  -0.031
O (-2.50, 3.57, -1.42)  -0.158
H (1.19, 3.49, 0.63)  -0.038
H (0.24, 4.29, 1.51)  -0.038
O (0.25, 3.67, 0.76)  -0.330
H (-1.56, 2.14, 1.13)  -0.027
H (-2.07, 0.88, 1.52)  -0.011
O (-2.11, 1.43, 0.72)  -0.236

* 2S+1: 2
* frontier orbital gap (spin up / spin down): 2.658 / 10.179 eV
* total charge: -1

***

Energy above the lowest of the compared OMol25 structures with the same formula, charge and spin for the records above, in order: 0.0, 58.3 kJ/mol